Record 1
Density functional theory data (ωB97M-V with the def2-TZVPD basis set) for a structure of composition C86H186F4N10O12S4.

Calculated values
Charge: +4
Kohn-Sham gap (Ha): 0.345
F_max (eV Å⁻¹): 4.60
E_HOMO (eV): -15.284
Energy (eV): -185847.7743

```
302
C86H186F4N10O12S4 (ωB97M-V with the def2-TZVPD basis set)
C -0.894 -0.026 9.041
C -0.159 -0.872 7.982
C 1.225 -0.297 7.711
C 2.087 -1.420 7.062
N 3.628 -1.094 6.718
C 4.522 -1.196 7.980
C 5.528 -2.299 7.742
C 5.668 -2.284 6.202
C 4.186 -2.232 5.858
C 3.777 0.222 6.098
C 2.875 0.531 4.886
C 3.046 2.017 4.535
H -0.464 -0.171 10.059
H -1.946 -0.315 9.194
H -0.893 1.063 8.820
H -0.795 -0.825 7.064
H -0.062 -1.923 8.267
H 1.671 0.003 8.661
H 1.109 0.517 6.990
H 1.708 -1.639 6.098
H 2.059 -2.334 7.630
H 5.081 -0.247 7.994
H 3.930 -1.263 8.930
H 6.464 -2.136 8.287
H 5.125 -3.306 8.083
H 6.301 -1.513 5.854
H 6.044 -3.221 5.831
H 3.989 -2.057 4.778
H 3.765 -3.164 6.247
H 4.879 0.301 5.906
H 3.656 0.939 6.901
H 1.824 0.379 5.144
H 3.102 -0.104 3.958
H 2.948 2.661 5.415
H 2.254 2.351 3.827
H 4.028 2.265 4.130
C -0.914 0.066 -4.401
C -1.198 0.665 -5.772
C 0.102 0.690 -6.640
C -0.095 1.129 -8.092
N 1.129 0.935 -8.973
C 2.128 -0.150 -8.596
C 3.374 0.225 -9.419
C 3.438 1.726 -9.325
C 2.021 2.173 -8.985
C 0.509 0.635 -10.347
C 1.355 0.761 -11.618
C 0.374 0.603 -12.790
H -0.001 0.546 -4.055
H -0.680 -0.984 -4.514
H -1.719 0.237 -3.683
H -1.622 1.665 -5.720
H -1.859 0.025 -6.327
H 0.630 -0.274 -6.515
H 0.754 1.457 -6.195
H -0.329 2.209 -8.088
H -0.927 0.497 -8.532
H 1.640 -1.089 -8.773
H 2.390 -0.010 -7.559
H 3.309 -0.215 -10.406
H 4.215 -0.230 -8.877
H 3.803 2.175 -10.243
H 4.110 2.066 -8.559
H 1.527 2.838 -9.684
H 1.868 2.648 -8.020
H -0.215 1.452 -10.379
H -0.095 -0.261 -10.133
H 2.097 -0.045 -11.726
H 1.845 1.752 -11.655
H -0.106 -0.370 -12.648
H 0.834 0.632 -13.766
H -0.472 1.325 -12.770
C -0.334 -4.976 -0.943
C -0.188 -6.409 -1.698
C -0.250 -6.272 -3.247
C -1.665 -6.165 -3.794
N -1.755 -5.903 -5.252
C -1.518 -4.350 -5.470
C -0.037 -4.160 -5.627
C 0.561 -5.554 -5.971
C -0.632 -6.503 -6.108
C -3.149 -6.283 -5.745
C -4.411 -5.523 -5.289
C -5.706 -6.311 -5.561
H 0.232 -4.323 -1.641
H 0.297 -4.916 -0.023
H -1.330 -4.608 -0.735
H -0.901 -7.156 -1.259
H 0.785 -6.790 -1.444
H 0.191 -7.134 -3.746
H 0.410 -5.426 -3.515
H -2.263 -5.420 -3.231
H -2.028 -7.177 -3.622
H -2.117 -4.190 -6.333
H -2.034 -3.806 -4.693
H 0.078 -3.448 -6.443
H 0.465 -3.679 -4.826
H 1.068 -5.600 -6.926
H 1.264 -5.973 -5.181
H -1.002 -6.499 -7.174
H -0.524 -7.560 -5.813
H -3.219 -7.352 -5.546
H -3.103 -6.132 -6.838
H -4.438 -4.528 -5.832
H -4.530 -5.293 -4.251
H -6.611 -5.680 -5.251
H -5.659 -7.230 -4.965
H -5.824 -6.597 -6.582
C -3.859 10.137 4.535
C -2.476 9.536 4.766
C -2.449 8.090 4.317
C -1.001 7.456 4.501
N -0.772 5.995 4.107
C -1.571 5.012 4.937
C -0.973 5.070 6.339
C 0.548 5.385 6.006
C 0.616 5.533 4.516
C -0.989 5.750 2.639
C -0.013 6.413 1.680
C -0.348 5.918 0.228
H -4.060 10.391 3.514
H -3.971 11.100 5.091
H -4.680 9.422 4.746
H -2.159 9.624 5.834
H -1.681 10.117 4.300
H -2.721 8.049 3.259
H -3.194 7.533 4.923
H -0.782 7.661 5.566
H -0.272 8.016 3.885
H -1.430 4.056 4.397
H -2.647 5.318 4.831
H -1.038 4.108 6.882
H -1.450 5.860 6.885
H 1.176 4.534 6.397
H 0.865 6.312 6.522
H 0.743 4.580 4.024
H 1.375 6.245 4.190
H -2.025 6.093 2.395
H -0.927 4.657 2.483
H 0.966 6.086 1.938
H -0.084 7.492 1.708
H -0.113 4.897 0.228
H 0.247 6.402 -0.535
H -1.401 6.074 0.036
C 3.739 -1.601 -4.123
C 3.835 -0.938 -2.726
C 2.457 -0.687 -2.063
C 2.810 -0.021 -0.722
N 1.774 0.779 0.045
C 2.496 1.772 0.922
C 3.011 2.924 0.069
C 1.971 2.941 -1.019
C 1.032 1.822 -0.867
C 0.885 -0.107 0.827
C 0.179 -1.245 0.092
C -1.157 -1.545 0.782
H 3.176 -0.912 -4.845
H 3.314 -2.605 -4.220
H 4.726 -1.595 -4.528
H 4.298 0.063 -2.903
H 4.423 -1.504 -2.019
H 1.859 -1.599 -1.927
H 1.935 0.013 -2.682
H 3.540 0.775 -0.910
H 3.256 -0.801 -0.107
H 1.736 2.076 1.631
H 3.370 1.421 1.475
H 3.085 3.896 0.527
H 3.994 2.689 -0.372
H 1.486 3.931 -1.157
H 2.482 2.874 -1.980
H 0.123 2.040 -0.268
H 0.766 1.290 -1.743
H 0.116 0.498 1.328
H 1.568 -0.457 1.593
H 0.836 -2.098 0.061
H 0.025 -0.880 -0.956
H -0.928 -1.728 1.852
H -1.701 -2.423 0.450
H -1.892 -0.732 0.893
C 5.460 -4.301 -1.809
C 5.620 -3.459 -0.583
C 6.866 -2.623 -0.787
N 7.126 -1.567 0.222
C 8.417 -0.804 -0.153
C 8.713 0.348 0.731
C 7.527 1.335 0.799
C 6.246 0.623 1.181
C 5.983 -0.591 0.220
C 7.240 -2.067 1.584
H 6.332 -4.977 -1.939
H 5.330 -3.698 -2.721
H 4.540 -4.907 -1.766
H 5.629 -4.063 0.333
H 4.710 -2.854 -0.484
H 6.806 -2.175 -1.807
H 7.773 -3.204 -0.784
H 8.292 -0.523 -1.157
H 9.247 -1.547 -0.087
H 9.603 0.769 0.285
H 9.048 0.055 1.733
H 7.443 1.842 -0.143
H 7.688 2.134 1.577
H 5.440 1.313 0.989
H 6.253 0.280 2.216
H 5.918 -0.139 -0.784
H 5.101 -1.141 0.502
H 7.487 -1.214 2.208
H 8.034 -2.796 1.643
H 6.279 -2.480 1.846
C -8.072 -1.847 5.644
C -6.604 -1.673 5.228
C -6.203 -2.464 3.936
N -4.701 -2.601 3.705
C -4.502 -3.908 2.817
C -3.042 -4.181 2.538
C -2.259 -4.239 3.826
C -2.421 -3.023 4.735
C -3.881 -2.679 4.970
C -4.219 -1.448 2.873
H -8.722 -1.171 5.055
H -8.206 -1.410 6.621
H -8.391 -2.863 5.528
H -6.029 -2.104 6.052
H -6.428 -0.598 5.090
H -6.597 -2.091 2.981
H -6.548 -3.483 3.927
H -4.843 -4.703 3.514
H -5.118 -3.767 1.923
H -3.040 -5.082 1.949
H -2.666 -3.353 1.882
H -2.631 -5.065 4.449
H -1.229 -4.408 3.522
H -1.918 -3.191 5.674
H -1.965 -2.158 4.248
H -4.226 -3.498 5.609
H -3.965 -1.689 5.401
H -3.246 -1.642 2.547
H -4.215 -0.545 3.492
H -4.814 -1.415 1.950
C -4.322 5.605 1.763
C -4.255 4.014 1.552
C -5.179 3.522 0.435
N -5.506 2.044 0.369
C -4.260 1.165 0.091
C -3.712 1.410 -1.281
C -4.789 1.129 -2.365
C -6.009 2.000 -2.076
C -6.608 1.860 -0.770
C -6.088 1.567 1.668
H -3.834 5.957 2.682
H -5.337 5.984 1.885
H -3.923 6.217 0.978
H -4.425 3.542 2.535
H -3.240 3.707 1.367
H -4.846 3.886 -0.547
H -6.143 4.058 0.565
H -3.550 1.418 0.887
H -4.615 0.116 0.169
H -3.403 2.431 -1.321
H -2.897 0.715 -1.327
H -4.464 1.391 -3.349
H -5.138 0.103 -2.399
H -5.704 3.049 -2.247
H -6.771 1.787 -2.812
H -7.376 2.574 -0.601
H -7.011 0.853 -0.582
H -7.040 2.159 1.853
H -5.437 1.885 2.485
H -6.195 0.452 1.626
C 2.115 -3.590 2.941
C 2.919 -2.650 2.129
O 2.918 -2.854 0.846
O 3.525 -1.763 2.779
H 1.417 -2.922 3.539
H 2.756 -4.020 3.730
H 1.567 -4.351 2.450
C -0.402 1.127 4.209
C -1.362 1.616 3.175
O -1.276 2.805 2.749
O -2.204 0.793 2.821
H 0.203 0.465 3.627
H -0.919 0.528 4.996
H 0.127 1.994 4.708
N 2.949 4.267 -4.949
S 1.486 4.501 -5.265
O 0.634 4.492 -4.153
O 0.992 3.601 -6.246
F 1.475 6.048 -5.807
S 3.686 2.968 -4.944
O 3.729 2.369 -6.239
O 3.548 2.012 -3.815
F 5.262 3.644 -4.754
N -4.996 -2.181 -0.912
S -6.526 -2.023 -0.557
O -7.122 -1.165 -1.499
O -6.598 -1.670 0.814
F -7.193 -3.476 -0.724
S -4.358 -3.507 -1.499
O -3.017 -3.398 -1.968
O -5.301 -4.320 -2.199
F -4.086 -4.341 0.018
```

Atom charges from the Löwdin analysis, given in e for atoms 1 to 99: atom 1 (C): -0.10, atom 2 (C): -0.26, atom 3 (C): -0.18, atom 4 (C): -0.05, atom 5 (N): -0.19, atom 6 (C): -0.09, atom 7 (C): -0.15, atom 8 (C): -0.14, atom 9 (C): -0.10, atom 10 (C): -0.15, atom 11 (C): -0.20, atom 12 (C): -0.10, atom 13 (H): 0.09, atom 14 (H): 0.08, atom 15 (H): 0.08, atom 16 (H): 0.10, atom 17 (H): 0.11, atom 18 (H): 0.12, atom 19 (H): 0.10, atom 20 (H): 0.10, atom 21 (H): 0.13, atom 22 (H): 0.13, atom 23 (H): 0.15, atom 24 (H): 0.13, atom 25 (H): 0.14, atom 26 (H): 0.10, atom 27 (H): 0.12, atom 28 (H): 0.11, atom 29 (H): 0.14, atom 30 (H): 0.15, atom 31 (H): 0.13, atom 32 (H): 0.06, atom 33 (H): 0.11, atom 34 (H): 0.07, atom 35 (H): 0.05, atom 36 (H): 0.08, atom 37 (C): -0.08, atom 38 (C): -0.22, atom 39 (C): -0.19, atom 40 (C): -0.10, atom 41 (N): -0.21, atom 42 (C): -0.08, atom 43 (C): -0.14, atom 44 (C): -0.13, atom 45 (C): -0.07, atom 46 (C): -0.12, atom 47 (C): -0.21, atom 48 (C): -0.09, atom 49 (H): 0.06, atom 50 (H): 0.06, atom 51 (H): 0.07, atom 52 (H): 0.12, atom 53 (H): 0.09, atom 54 (H): 0.11, atom 55 (H): 0.09, atom 56 (H): 0.15, atom 57 (H): 0.14, atom 58 (H): 0.13, atom 59 (H): 0.11, atom 60 (H): 0.09, atom 61 (H): 0.13, atom 62 (H): 0.12, atom 63 (H): 0.10, atom 64 (H): 0.14, atom 65 (H): 0.09, atom 66 (H): 0.13, atom 67 (H): 0.14, atom 68 (H): 0.11, atom 69 (H): 0.13, atom 70 (H): 0.08, atom 71 (H): 0.08, atom 72 (H): 0.09, atom 73 (C): -0.06, atom 74 (C): -0.18, atom 75 (C): -0.20, atom 76 (C): -0.12, atom 77 (N): -0.21, atom 78 (C): -0.05, atom 79 (C): -0.14, atom 80 (C): -0.13, atom 81 (C): -0.08, atom 82 (C): -0.11, atom 83 (C): -0.23, atom 84 (C): -0.08, atom 85 (H): 0.06, atom 86 (H): 0.07, atom 87 (H): 0.02, atom 88 (H): 0.12, atom 89 (H): 0.09, atom 90 (H): 0.11, atom 91 (H): 0.09, atom 92 (H): 0.13, atom 93 (H): 0.15, atom 94 (H): 0.11, atom 95 (H): 0.12, atom 96 (H): 0.11, atom 97 (H): 0.09, atom 98 (H): 0.12, atom 99 (H): 0.12

=====

Record 2
Density functional theory data (ωB97M-V with the def2-TZVPD basis set) for a structure of composition C31H48O3P2Sc.

Calculated values
Charge: +1
Kohn-Sham gap (Ha): 0.255
F_max (eV Å⁻¹): 7.03
ΔE to the lowest compared entry with this formula, charge and spin (kJ/mol): 366.1
E_HOMO (eV): -10.671
Energy (eV): -78340.7988

```
85
C31H48O3P2Sc (ωB97M-V with the def2-TZVPD basis set)
Sc 0.230 -0.725 1.438
C -0.540 -2.659 2.246
C 0.839 -2.791 1.812
C 0.759 -1.198 3.522
C -0.594 -1.673 3.271
C 1.634 -1.912 2.641
C -1.687 -3.505 1.782
H -1.469 -3.986 0.826
H -2.602 -2.917 1.668
H -1.892 -4.302 2.509
C -1.810 -1.215 4.014
H -2.722 -1.430 3.450
H -1.769 -0.136 4.188
H -1.882 -1.722 4.985
C 1.137 -0.203 4.576
H 1.191 -0.673 5.567
H 0.402 0.606 4.619
H 2.113 0.242 4.362
C 3.132 -1.869 2.672
H 3.510 -2.512 3.478
H 3.505 -0.858 2.854
H 3.561 -2.232 1.735
C 1.373 -3.832 0.875
H 1.746 -4.709 1.423
H 2.198 -3.438 0.275
H 0.598 -4.179 0.186
C -1.950 0.282 -5.756
C -1.837 -1.050 -5.828
C -0.839 -1.902 -6.568
C 0.467 -1.222 -7.034
C 1.270 -0.640 -5.896
C 1.140 0.552 -5.301
C 0.176 1.676 -5.577
C -1.088 1.341 -6.400
H -1.334 -2.357 -7.441
H 0.246 -0.470 -7.794
H -0.576 -2.745 -5.913
H -0.809 1.065 -7.418
H -2.753 0.666 -5.127
H -2.574 -1.629 -5.270
H -1.677 2.261 -6.487
H -0.141 2.085 -4.607
H 1.831 0.762 -4.484
H 0.716 2.496 -6.075
H 1.075 -1.986 -7.533
H 2.039 -1.301 -5.495
P -0.858 -0.652 -0.554
P 1.716 0.595 0.357
C -0.052 0.546 -1.747
C 0.832 1.531 -0.975
H -0.812 1.060 -2.346
H 0.558 -0.053 -2.434
H 1.536 2.056 -1.632
H 0.216 2.268 -0.451
C 2.557 1.923 1.305
H 3.253 1.517 2.047
H 1.807 2.535 1.816
H 3.092 2.549 0.586
C 3.127 -0.154 -0.566
H 3.542 0.549 -1.297
H 2.786 -1.056 -1.083
H 3.916 -0.441 0.134
C -2.615 -0.104 -0.538
H -3.228 -0.724 0.125
H -2.991 -0.146 -1.563
H -2.656 0.937 -0.203
C -0.978 -2.150 -1.622
H 0.000 -2.638 -1.678
H -1.306 -1.881 -2.633
H -1.697 -2.856 -1.199
O 1.266 2.998 4.415
C -0.011 3.383 4.594
C -0.204 4.322 5.614
C -1.474 4.789 5.930
C -2.572 4.326 5.220
C -2.411 3.393 4.191
C -1.136 2.887 3.843
C -1.093 1.825 2.764
O -2.216 1.399 2.234
O 0.012 1.164 2.492
H 1.562 2.320 3.818
H 0.647 4.684 6.180
H -1.597 5.503 6.733
H -3.560 4.685 5.476
H -3.301 3.054 3.680
```

Electronic structure analysis, Löwdin charges in units of e: atom 1 (Sc): 0.53, atom 2 (C): -0.28, atom 3 (C): -0.29, atom 4 (C): -0.26, atom 5 (C): -0.25, atom 6 (C): -0.29, atom 7 (C): -0.01, atom 8 (H): 0.07, atom 9 (H): 0.08, atom 10 (H): 0.11, atom 11 (C): 0.01, atom 12 (H): 0.09, atom 13 (H): 0.08, atom 14 (H): 0.11, atom 15 (C): 0.00, atom 16 (H): 0.11, atom 17 (H): 0.07, atom 18 (H): 0.09, atom 19 (C): -0.02, atom 20 (H): 0.11, atom 21 (H): 0.07, atom 22 (H): 0.07, atom 23 (C): -0.01, atom 24 (H): 0.11, atom 25 (H): 0.08, atom 26 (H): 0.07, atom 27 (C): -0.11, atom 28 (C): -0.12, atom 29 (C): -0.19, atom 30 (C): -0.19, atom 31 (C): -0.10, atom 32 (C): -0.13, atom 33 (C): -0.19, atom 34 (C): -0.19, atom 35 (H): 0.12, atom 36 (H): 0.10, atom 37 (H): 0.11, atom 38 (H): 0.10, atom 39 (H): 0.10, atom 40 (H): 0.09, atom 41 (H): 0.11, atom 42 (H): 0.10, atom 43 (H): 0.09, atom 44 (H): 0.12, atom 45 (H): 0.11, atom 46 (H): 0.10, atom 47 (P): 0.86, atom 48 (P): 0.84, atom 49 (C): -0.35, atom 50 (C): -0.34, atom 51 (H): 0.09, atom 52 (H): 0.07, atom 53 (H): 0.10, atom 54 (H): 0.10, atom 55 (C): -0.20, atom 56 (H): 0.06, atom 57 (H): 0.04, atom 58 (H): 0.07, atom 59 (C): -0.21, atom 60 (H): 0.06, atom 61 (H): 0.04, atom 62 (H): 0.05, atom 63 (C): -0.21, atom 64 (H): 0.06, atom 65 (H): 0.06, atom 66 (H): 0.05, atom 67 (C): -0.21, atom 68 (H): 0.04, atom 69 (H): 0.05, atom 70 (H): 0.05, atom 71 (O): 0.06, atom 72 (C): -0.24, atom 73 (C): -0.01, atom 74 (C): -0.07, atom 75 (C): -0.08, atom 76 (C): -0.01, atom 77 (C): -0.05, atom 78 (C): -0.45, atom 79 (O): -0.05, atom 80 (O): -0.21, atom 81 (H): 0.05, atom 82 (H): 0.12, atom 83 (H): 0.11, atom 84 (H): 0.10, atom 85 (H): 0.11